(1)
Here is a cluster of 7 separate species, C9H34N2O7 in total at a distorted geometry from the OMol25 dataset. Energies are from wB97M-V/def2-TZVPD.

Positions of all 52 atoms, in Å:
1 C 5.563 14.052 -25.559
2 C 6.236 13.129 -26.587
3 C 7.490 12.492 -26.047
4 O 8.540 13.442 -26.014
5 C 9.024 13.794 -24.715
6 N 5.286 12.089 -26.988
7 H 5.372 13.498 -24.640
8 H 4.653 14.497 -25.966
9 H 6.216 14.908 -25.362
10 H 6.602 13.820 -27.365
11 H 7.822 11.707 -26.741
12 H 7.387 11.991 -25.080
13 H 8.275 13.540 -23.956
14 H 9.131 14.875 -24.664
15 H 9.929 13.220 -24.516
16 H 4.484 12.554 -27.418
17 H 5.652 11.611 -27.816
18 C 6.434 20.732 -24.281
19 C 4.985 21.031 -23.916
20 C 4.599 20.375 -22.619
21 O 4.664 18.976 -22.776
22 C 4.006 18.270 -21.764
23 N 4.743 22.476 -23.766
24 H 6.729 21.211 -25.213
25 H 6.614 19.660 -24.406
26 H 7.051 21.074 -23.446
27 H 4.286 20.739 -24.707
28 H 3.609 20.714 -22.293
29 H 5.312 20.706 -21.841
30 H 3.785 17.247 -22.073
31 H 3.070 18.747 -21.449
32 H 4.618 18.145 -20.861
33 H 5.042 23.019 -24.559
34 H 5.086 22.833 -22.887
35 O 4.577 17.251 -25.028
36 H 3.901 17.919 -24.880
37 H 4.105 16.414 -25.083
38 O 7.161 18.386 -20.859
39 H 7.656 17.899 -21.533
40 H 6.669 19.034 -21.370
41 O 7.139 15.164 -21.152
42 H 6.803 15.884 -20.608
43 H 7.171 15.551 -22.040
44 O 7.048 16.955 -23.289
45 H 6.198 17.202 -23.682
46 H 7.669 16.945 -24.029
47 C 9.238 17.213 -26.285
48 O 9.464 17.505 -24.904
49 H 8.700 16.265 -26.315
50 H 8.662 17.965 -26.826
51 H 10.192 17.063 -26.793
52 H 10.317 17.933 -24.806

**Orbital gap**: 0.36138 hartree
**Relative energy (zero: lowest compared OMol25 entry of this formula, charge and spin)**: 0.000 eV
**Max |F|**: 1.33 eV/Å
**SMILES string**: COC[C@H](C)N.COC[C@H](C)N.CO.O.O.O.O
**Charge**: 0
**Electronic energy**: -27195.952 eV

***

(2)
Here is the molecule C5H10O from the OMol25 dataset. Energies are from wB97M-V/def2-TZVPD.

Positions of all 16 atoms, in Å:
1 O -1.638 -1.583 0.905
2 C -1.045 -1.758 -0.366
3 C 0.178 -0.808 -0.715
4 C 0.206 0.432 0.172
5 C 0.352 1.883 -0.187
6 C 1.353 1.229 0.733
7 H -1.540 -0.653 1.163
8 H -1.810 -1.661 -1.156
9 H -0.688 -2.795 -0.375
10 H 0.080 -0.539 -1.777
11 H 1.110 -1.381 -0.620
12 H -0.519 0.361 0.979
13 H 0.698 2.180 -1.174
14 H -0.390 2.553 0.241
15 H 2.375 1.105 0.380
16 H 1.278 1.434 1.799

**Orbital gap**: 0.40605 hartree
**Relative energy (zero: lowest compared OMol25 entry of this formula, charge and spin)**: 1.827 eV
**Max |F|**: 0.75 eV/Å
**SMILES string**: OCCC1CC1
**Charge**: 0
**Electronic energy**: -7392.939 eV

***

(3)
Here is a cluster of 2 separate species, C9H11O2 in total at a distorted geometry from the OMol25 dataset. Energies are from wB97M-V/def2-TZVPD.

Positions of all 22 atoms, in Å:
1 C 1.486 3.639 -1.635
2 C 0.969 2.370 -0.857
3 O 1.440 2.260 0.308
4 O 0.181 1.621 -1.475
5 H 0.659 4.052 -2.226
6 H 2.257 3.356 -2.337
7 H 1.802 4.343 -0.874
8 C 1.288 -0.524 1.327
9 C -0.284 -1.233 -0.543
10 C 0.071 -1.226 0.801
11 C -1.529 -1.685 -0.978
12 C -0.819 -1.825 1.712
13 C -2.397 -2.255 -0.058
14 C -2.010 -2.375 1.268
15 H 0.340 -0.592 -1.167
16 H -1.745 -1.573 -2.029
17 H 1.221 0.578 1.302
18 H 2.188 -0.827 0.781
19 H -0.487 -1.870 2.746
20 H -3.331 -2.661 -0.440
21 H -2.705 -2.772 2.001
22 H 1.404 -0.800 2.375

**Orbital gap**: 0.29140 hartree
**Relative energy (zero: lowest compared OMol25 entry of this formula, charge and spin)**: 0.258 eV
**Max |F|**: 1.40 eV/Å
**Charge**: -1
**Electronic energy**: -13607.954 eV